The following is a quantum chemistry calculation of a structure of composition C22H20BN5O2PdS2Se at a distorted geometry, from the OMol25 dataset.

```
54
Properties=species:S:1:pos:R:3:forces:R:3:lowdin_charge:R:1
Pd -0.687 -1.069 0.476 0.1 0.9 0.6 0.759
C -3.039 2.909 3.484 -0.2 -0.3 -0.3 -0.347
S -1.249 2.687 3.339 0.1 0.0 0.2 0.851
C -1.176 1.131 2.521 0.2 -1.0 -0.8 -0.994
S -1.378 1.155 0.758 0.5 -1.3 -0.2 0.739
N -0.874 0.058 3.183 -0.1 2.5 3.4 -0.062
N -0.690 -1.059 2.585 0.2 -4.2 -2.3 -0.159
C -0.590 -2.272 3.126 -0.4 3.9 0.7 0.020
C -0.518 -3.382 2.256 0.2 -2.4 -1.6 -0.246
C -0.364 -4.706 2.726 -0.2 1.8 0.2 0.041
C -0.326 -5.749 1.833 -0.1 -0.3 -1.2 0.005
C -0.475 -5.484 0.468 0.1 -0.3 1.0 0.023
C -0.633 -4.173 0.057 -0.1 0.2 -0.3 -0.066
N -0.638 -3.157 0.907 0.5 0.3 0.5 -0.007
H -3.183 3.804 4.081 0.0 0.0 0.0 0.049
H -3.477 2.047 3.979 0.0 0.1 0.1 0.050
H -3.474 3.042 2.497 -0.1 0.1 0.1 0.042
H -0.616 -2.385 4.203 0.0 -0.1 0.1 0.151
H -0.291 -4.868 3.789 0.0 -0.1 0.2 0.133
H -0.190 -6.762 2.177 0.0 -0.1 0.0 0.133
H -0.461 -6.275 -0.260 0.0 -0.1 -0.1 0.129
H -0.740 -3.924 -0.992 0.1 0.0 0.1 0.120
O -0.516 -2.064 -2.282 0.0 -0.6 0.9 0.114
B -0.858 -0.956 -1.534 0.6 -0.1 -0.5 -0.691
O -1.119 0.119 -2.349 -0.4 0.5 1.1 0.118
C -0.990 -0.329 -3.630 0.5 -1.5 -1.0 -0.192
C -1.159 0.343 -4.825 0.0 0.0 0.5 0.022
C -0.932 -0.391 -5.978 0.1 -0.4 -0.1 -0.053
C -0.551 -1.738 -5.937 -0.1 0.4 -0.1 -0.053
C -0.379 -2.415 -4.742 -0.1 0.1 0.5 0.022
C -0.608 -1.688 -3.590 -0.4 1.4 -1.2 -0.186
H -1.452 1.379 -4.856 -0.1 0.1 0.0 0.127
H -1.046 0.090 -6.936 0.0 0.0 -0.1 0.115
H -0.384 -2.258 -6.866 0.0 -0.1 -0.1 0.115
H -0.081 -3.450 -4.710 0.0 -0.2 0.0 0.125
C 1.751 1.340 -1.622 -0.1 -0.1 -0.8 0.009
N 1.852 1.586 -0.210 0.3 -0.1 0.8 -0.062
C 1.938 0.669 0.767 0.4 0.0 0.1 -0.672
Se 1.989 -1.189 0.557 -1.8 0.4 -0.3 0.999
N 1.996 1.299 1.959 0.1 0.0 -0.3 0.147
C 1.929 2.658 1.757 -0.1 0.2 -0.6 -0.178
C 1.924 3.737 2.629 0.1 0.2 0.0 -0.013
C 1.846 4.991 2.059 0.0 -0.3 0.4 -0.029
C 1.772 5.175 0.673 0.0 -0.2 -0.4 -0.023
C 1.761 4.109 -0.203 0.0 0.2 0.0 0.034
C 1.839 2.841 0.361 -0.1 0.0 0.6 -0.143
H 1.785 0.267 -1.808 0.0 0.2 0.0 0.070
H 2.582 1.819 -2.141 0.0 0.0 0.1 0.125
H 0.811 1.746 -2.002 0.0 -0.1 0.1 0.113
H 2.120 0.839 2.852 -0.1 -0.1 -0.1 0.177
H 1.978 3.603 3.697 0.0 0.0 0.2 0.126
H 1.846 5.857 2.698 0.0 0.1 0.1 0.125
H 1.721 6.179 0.286 0.0 0.1 -0.1 0.125
H 1.705 4.259 -1.270 0.0 0.0 -0.1 0.127
```
Forces are in eV/Å.

E_LUMO (spin up / spin down)	-9.51 / -9.56	eV
net charge	+2
energy relative to the best compared isomer or geometry (same formula, charge and spin)	75.7	kcal per mole

=====

The following is a quantum chemistry calculation of the ion C22H20BrCl2N2 with charge +1 at a distorted geometry, from the OMol25 dataset.

```
47
Properties=species:S:1:pos:R:3:forces:R:3:lowdin_charge:R:1
C 0.120 -1.155 5.261 0.1 0.5 0.3 -0.046
N -0.809 -1.692 4.290 0.1 0.3 -1.2 -0.190
C -1.842 -2.438 4.989 -0.4 -0.6 0.4 -0.096
C -0.794 -1.352 2.959 0.1 -0.2 0.9 -0.206
C -0.314 -0.072 2.522 0.0 0.0 -0.7 0.051
C -0.302 0.249 1.174 0.0 -0.5 0.0 0.018
N -0.734 -0.617 0.217 -0.2 -0.9 1.9 -0.014
C -0.684 -0.287 -1.200 -0.7 0.8 -2.9 -0.219
C 0.555 0.448 -1.662 0.7 0.0 -0.7 -0.060
C 1.760 -0.119 -1.905 -1.0 -0.3 -0.3 -0.022
C 3.005 0.565 -2.274 0.8 0.4 -0.7 -0.215
C 4.186 -0.201 -2.447 -0.6 0.3 0.5 -0.029
C 5.432 0.397 -2.570 -0.1 0.7 -0.1 -0.089
C 5.523 1.799 -2.596 -1.0 -0.6 0.1 -0.673
Cl 7.058 2.555 -2.717 0.2 0.1 0.0 0.710
C 4.360 2.583 -2.537 -0.1 -0.4 -0.1 -0.087
C 3.109 1.970 -2.419 0.4 -0.6 0.4 -0.017
C -1.968 0.499 -1.675 0.4 -0.2 0.1 -0.156
C -3.112 -0.263 -1.892 -0.4 0.1 -0.2 -0.039
C -4.329 0.319 -2.264 0.5 0.2 0.0 -0.077
C -4.399 1.709 -2.447 1.1 -0.6 0.6 -0.690
Cl -5.900 2.451 -2.743 -0.5 0.2 -0.3 0.731
C -3.239 2.484 -2.334 0.2 -0.6 0.1 -0.077
C -2.026 1.871 -1.966 -0.4 0.1 -0.2 -0.025
C -1.197 -1.851 0.603 0.2 0.1 0.2 -0.043
C -1.187 -2.269 1.922 -0.2 0.1 -0.1 -0.499
Br -1.519 -4.141 2.312 0.1 1.2 -0.5 0.825
H 0.964 -0.637 4.806 -0.1 -0.1 0.0 0.093
H -0.412 -0.479 5.944 0.2 0.1 -0.1 0.103
H 0.491 -1.984 5.879 0.0 0.1 -0.3 0.106
H -2.693 -2.729 4.364 0.4 0.2 0.1 0.065
H -1.400 -3.333 5.460 -0.2 0.2 -0.3 0.098
H -2.204 -1.809 5.825 0.0 -0.2 -0.5 0.104
H 0.028 0.710 3.213 -0.3 -0.6 -0.2 0.131
H 0.060 1.190 0.766 0.0 -0.1 0.4 0.149
H -0.700 -1.239 -1.769 -0.1 0.2 0.6 0.155
H 0.363 1.425 -2.116 0.4 0.0 0.9 0.086
H 1.814 -1.218 -1.922 0.2 0.4 0.7 0.126
H 4.115 -1.287 -2.419 0.1 0.2 0.1 0.114
H 6.340 -0.194 -2.628 -0.1 0.0 -0.1 0.110
H 4.447 3.667 -2.567 0.0 -0.2 -0.1 0.109
H 2.208 2.580 -2.379 0.3 0.0 0.1 0.108
H -3.016 -1.348 -1.855 -0.3 0.2 0.2 0.112
H -5.203 -0.300 -2.435 0.1 0.1 0.1 0.112
H -3.279 3.551 -2.552 0.0 -0.3 0.1 0.115
H -1.133 2.492 -2.012 -0.3 -0.1 0.4 0.103
H -1.544 -2.501 -0.207 0.3 0.2 0.4 0.135
```
Forces are in eV/Å.

SMILES	CN(C)c1cc[n+]([C@H](/C=C/c2ccc(Cl)cc2)c2ccc(Cl)cc2)cc1Br
E_LUMO	-3.59	eV
net charge	+1
energy relative to the best compared isomer or geometry (same formula, charge and spin)	0.0	kcal per mole

=====

The following is a quantum chemistry calculation of a structure of composition C22H20Cl2N3O2RuS, from the OMol25 dataset.

```
51
Properties=species:S:1:pos:R:3:forces:R:3:lowdin_charge:R:1
Ru 1.150 0.382 0.735 0.0 0.1 -0.1 1.342
S -0.829 4.408 0.900 0.0 0.0 0.0 1.206
C -1.434 3.673 -0.554 0.0 0.0 0.0 -0.429
C -2.316 4.201 -1.492 0.0 0.0 0.0 -0.049
C -2.731 3.387 -2.526 0.0 0.0 0.0 -0.052
C -2.304 2.056 -2.604 0.0 0.0 0.0 -0.065
C -1.421 1.535 -1.679 0.0 0.0 0.0 -0.056
C -0.951 2.367 -0.664 0.0 0.0 0.0 -0.281
N -0.068 2.021 0.348 -0.1 0.0 0.0 -0.051
C 0.033 2.973 1.248 0.0 0.0 0.0 -0.510
C 0.808 2.661 2.437 0.0 0.0 0.0 -0.233
C 1.053 3.539 3.480 0.0 0.0 0.0 -0.013
C 1.781 3.094 4.575 0.0 0.0 0.0 -0.030
C 2.266 1.794 4.615 0.0 0.0 0.0 -0.041
C 2.037 0.917 3.560 0.0 0.0 0.0 -0.070
C 1.295 1.335 2.456 0.1 0.0 0.1 -0.191
H -2.681 5.216 -1.405 0.0 0.0 0.0 0.126
H -3.422 3.771 -3.263 0.0 0.0 0.0 0.120
H -2.707 1.426 -3.388 0.0 0.0 0.0 0.107
H -1.164 0.484 -1.651 0.0 0.0 0.0 0.055
H 0.685 4.558 3.449 0.0 0.0 0.0 0.118
H 1.974 3.766 5.400 0.0 0.0 0.0 0.123
H 2.835 1.461 5.472 0.0 0.0 0.0 0.120
H 2.443 -0.083 3.607 0.0 0.0 0.0 0.096
Cl -0.994 -6.486 1.465 0.0 0.0 0.0 0.752
C -0.744 -4.811 1.174 0.0 0.0 0.0 -0.656
C -1.698 -4.085 0.455 0.0 0.0 0.0 -0.084
C -1.514 -2.741 0.236 0.0 0.0 0.0 -0.546
Cl -2.653 -1.873 -0.761 0.0 0.0 0.0 0.783
C -0.413 -2.029 0.755 0.0 0.0 0.0 -0.357
O -0.410 -0.720 0.591 0.0 -0.1 0.0 -0.230
C 0.598 -2.808 1.363 0.0 0.0 0.0 -0.113
C 1.912 -2.297 1.654 0.0 0.0 0.0 -0.125
O 2.344 -1.174 1.360 0.0 -0.1 0.0 -0.107
C 0.401 -4.183 1.594 0.0 0.0 0.0 -0.029
H -2.577 -4.583 0.067 0.0 0.0 0.0 0.122
H 2.614 -2.989 2.129 0.0 0.0 0.0 0.154
H 1.176 -4.753 2.091 0.0 0.0 0.0 0.130
N -0.734 -2.136 -3.630 0.1 -0.1 -0.1 0.200
C 0.340 -1.079 -3.515 0.0 0.0 0.0 -0.107
C 0.978 -1.196 -2.129 0.0 0.0 0.0 -0.222
N 1.553 0.054 -1.605 0.1 0.0 0.0 -0.006
H -1.244 -2.061 -4.513 0.0 0.0 0.0 0.181
H -1.409 -2.061 -2.852 -0.1 0.1 0.0 0.078
H -0.337 -3.078 -3.589 0.0 0.0 0.0 0.180
H -0.156 -0.119 -3.647 0.0 0.0 0.0 0.120
H 1.037 -1.229 -4.337 0.0 0.0 0.0 0.143
H 1.755 -1.961 -2.129 0.0 0.0 0.0 0.142
H 0.200 -1.524 -1.440 0.0 0.0 0.0 0.064
H 1.104 0.870 -2.014 0.0 0.0 0.0 0.080
H 2.541 0.111 -1.830 0.0 0.0 0.0 0.111
```
Forces are in eV/Å.

E_LUMO (spin up / spin down)	-6.35 / -6.83	eV
net charge	+2
multiplicity	2
energy relative to the best compared isomer or geometry (same formula, charge and spin)	0.0	kcal per mole

=====

The following is a quantum chemistry calculation of a structure of composition C22H20Cl3CoN2OS2 at a distorted geometry, from the OMol25 dataset.

```
51
Properties=species:S:1:pos:R:3:forces:R:3:lowdin_charge:R:1
Co -0.345 0.115 -0.738 1.0 0.1 0.8 0.046
C 2.178 -1.400 -0.676 0.1 -0.2 0.0 -0.030
N 1.752 0.017 -0.634 -1.3 0.1 -0.2 -0.197
C 2.111 0.665 0.640 0.0 0.1 0.3 -0.174
C 1.273 0.130 1.783 0.2 -0.1 0.0 -0.133
N -0.185 0.183 1.522 -0.3 -0.2 -0.8 -0.174
C -0.828 -1.004 2.116 -0.1 -0.1 0.1 -0.059
C -0.768 1.427 1.999 -0.2 0.4 0.0 -0.277
C -1.228 1.560 3.304 0.1 -0.1 0.1 -0.033
C -1.756 2.758 3.755 0.0 0.0 0.0 -0.086
C -1.821 3.847 2.897 0.0 0.0 0.0 -0.086
C -1.373 3.722 1.594 0.0 0.0 0.1 -0.112
C -0.854 2.513 1.127 0.0 -0.1 0.0 -0.573
S -0.362 2.403 -0.550 0.0 -0.9 -0.6 0.738
C 2.332 0.702 -1.785 0.1 0.2 -0.3 -0.292
C 3.647 1.147 -1.778 0.0 0.0 0.2 -0.028
C 4.200 1.722 -2.910 0.0 0.0 0.0 -0.083
C 3.435 1.844 -4.063 0.0 0.0 0.0 -0.083
C 2.125 1.404 -4.073 0.1 0.0 0.0 -0.102
C 1.560 0.830 -2.933 -0.1 0.0 -0.1 -0.592
S -0.092 0.266 -2.976 -0.4 -0.2 0.8 0.736
H 3.266 -1.465 -0.577 0.0 0.1 0.0 0.107
H 1.874 -1.830 -1.627 0.0 0.0 0.0 0.102
H 1.693 -1.971 0.110 0.0 0.0 0.0 0.076
H 1.953 1.734 0.521 0.0 0.0 0.0 0.100
H 3.162 0.488 0.889 0.0 0.0 -0.1 0.127
H 1.516 0.703 2.682 -0.1 -0.1 0.1 0.141
H 1.536 -0.911 1.977 0.0 0.0 0.0 0.120
H -0.549 -1.136 3.165 0.0 0.1 0.0 0.094
H -0.518 -1.884 1.559 0.1 0.0 0.0 0.081
H -1.910 -0.905 2.043 0.0 0.0 0.0 0.098
H -1.176 0.724 3.990 0.0 0.0 0.0 0.107
H -2.116 2.837 4.772 0.0 0.0 0.0 0.102
H -2.240 4.784 3.238 0.0 0.0 0.0 0.104
H -1.437 4.555 0.906 0.0 0.0 0.0 0.101
H 4.254 1.045 -0.887 0.0 0.0 0.0 0.110
H 5.224 2.069 -2.889 0.0 0.0 0.0 0.102
H 3.860 2.293 -4.951 0.0 0.0 0.0 0.105
H 1.511 1.505 -4.959 0.0 0.0 0.0 0.104
Cl -5.689 -4.597 -0.596 -0.1 0.0 0.0 0.662
C -4.160 -3.780 -0.620 0.1 0.1 0.0 -0.683
C -4.124 -2.398 -0.650 -0.1 0.1 0.0 -0.124
C -2.890 -1.781 -0.665 0.2 -0.4 0.0 -0.514
Cl -2.765 -0.044 -0.682 0.4 0.5 -0.1 0.867
C -1.659 -2.460 -0.663 -0.3 0.1 -0.1 -0.477
O -0.516 -1.852 -0.662 0.4 0.5 -0.2 -0.239
C -1.768 -3.867 -0.623 0.0 0.1 0.0 -0.579
Cl -0.298 -4.780 -0.584 0.0 0.0 0.0 0.709
C -2.985 -4.517 -0.603 0.0 0.0 0.0 -0.129
H -5.034 -1.815 -0.660 0.0 0.0 0.0 0.111
H -3.017 -5.597 -0.573 0.0 0.0 0.0 0.107
```
Forces are in eV/Å.

E_LUMO (spin up / spin down)	-0.77 / -0.77	eV